[1]
Molecular formula: C4H6N2O
Method: DFT, ωB97M-V/def2-TZVPD

* Kohn-Sham gap: 9.62 eV
* max |F|: 0.79 eV/Å
* LUMO: 0.59 eV
* HOMO: -9.03 eV
* ΔE to the lowest compared entry with this formula, charge and spin: 70.18 kcal/mol

The geometry in XYZ format:
```
13
C4H6N2O ωB97M-V/def2-TZVPD
C -0.953 -1.285 -1.336
C -0.136 -0.413 -0.446
N 0.815 0.360 -0.781
C 1.239 0.977 0.476
C 0.542 0.297 1.648
O 0.491 2.195 0.685
N -0.351 -0.420 0.967
H -0.627 -1.152 -2.368
H -2.017 -1.039 -1.259
H -0.831 -2.337 -1.053
H 2.316 1.172 0.469
H 0.711 2.486 1.585
H -1.152 -0.861 1.397
```

=====

[2]
Molecular formula: C43H55F24NO15
Method: DFT, ωB97M-V/def2-TZVPD

* Kohn-Sham gap: 9.87 eV
* max |F|: 5.69 eV/Å
* LUMO: -0.11 eV
* HOMO: -9.98 eV
* SMILES: FC(F)C(F)(F)COC(F)(F)C(F)F.FC(F)C(F)(F)COC(F)(F)C(F)F.FC(F)C(F)(F)COC(F)(F)C(F)F.O=C1CCCO1.O=C1CCCO1.O=C1CCCO1.O=C1CCCO1.O=C1CCCO1.O=C1CCCO1.CCCC#N

The geometry in XYZ format:
```
138
C43H55F24NO15 ωB97M-V/def2-TZVPD
C 3.302 20.581 -18.421
C 1.819 20.777 -18.817
C 1.024 19.571 -18.253
F 1.376 18.443 -18.921
F 1.218 19.410 -16.905
F 1.213 21.849 -18.327
F 1.685 20.841 -20.146
O 3.994 21.716 -18.960
C 5.185 22.057 -18.304
C 5.677 23.181 -19.170
F 4.818 24.211 -19.414
F 6.805 23.699 -18.756
F 4.875 22.420 -17.067
F 5.970 21.070 -18.318
H 3.700 19.657 -18.843
H 3.435 20.373 -17.360
H -0.055 19.688 -18.348
H 5.959 22.807 -20.154
C 9.797 9.656 -23.165
C 11.106 10.387 -22.839
C 11.754 11.107 -24.039
F 11.886 10.304 -24.997
F 10.910 12.069 -24.492
F 11.017 11.358 -21.906
F 12.071 9.562 -22.455
O 9.336 8.927 -21.918
C 7.991 8.687 -21.668
C 7.354 7.764 -22.703
F 6.168 7.320 -22.213
F 7.029 8.356 -23.879
F 7.909 8.151 -20.460
F 7.350 9.828 -21.457
H 9.909 8.906 -23.947
H 9.008 10.343 -23.471
H 12.625 11.637 -23.653
H 7.915 6.892 -23.039
C -2.575 4.759 -18.590
C -3.698 4.245 -17.634
C -3.598 2.751 -17.135
F -4.652 2.571 -16.371
F -3.250 1.690 -17.916
F -3.715 5.026 -16.589
F -4.903 4.458 -18.170
O -1.211 4.465 -18.183
C -0.505 5.458 -17.512
C 0.827 4.868 -17.062
F 1.676 4.279 -17.977
F 1.502 5.744 -16.349
F -0.429 6.443 -18.396
F -1.176 5.870 -16.433
H -2.734 5.836 -18.651
H -2.784 4.334 -19.571
H -2.738 2.603 -16.482
H 0.746 4.092 -16.301
O -4.440 15.487 -21.038
C -4.702 15.955 -22.111
O -3.984 16.916 -22.808
C -4.560 17.190 -24.095
C -5.538 15.932 -24.306
C -5.977 15.565 -22.899
H -3.839 17.305 -24.904
H -5.139 18.111 -24.022
H -5.000 15.065 -24.690
H -6.442 16.203 -24.851
H -6.325 14.551 -22.699
H -6.803 16.213 -22.606
O 1.347 3.641 -28.173
C 0.786 4.298 -27.341
O 1.428 5.388 -26.777
C 0.504 6.037 -25.982
C -0.358 4.900 -25.443
C -0.584 4.043 -26.728
H 0.011 6.756 -26.636
H 0.757 6.625 -25.100
H -1.243 5.405 -25.057
H 0.208 4.312 -24.721
H -1.345 4.386 -27.429
H -0.738 2.981 -26.536
O 6.120 14.452 -20.620
C 6.077 14.341 -19.420
O 5.081 14.894 -18.633
C 5.454 14.912 -17.292
C 6.371 13.664 -17.199
C 7.160 13.799 -18.490
H 4.595 14.851 -16.623
H 5.963 15.863 -17.138
H 5.791 12.743 -17.136
H 7.025 13.608 -16.329
H 7.559 12.797 -18.648
H 7.965 14.529 -18.405
O 7.548 9.860 -28.251
C 6.463 10.400 -28.003
O 6.333 11.325 -27.080
C 5.016 11.579 -26.715
C 4.195 11.029 -27.878
C 5.104 10.029 -28.604
H 4.770 12.635 -26.605
H 4.741 11.032 -25.813
H 3.751 11.755 -28.559
H 3.375 10.464 -27.435
H 5.189 10.208 -29.675
H 4.983 8.972 -28.367
O -1.253 10.862 -24.286
C -0.607 11.430 -23.412
O 0.198 12.513 -23.755
C 0.820 13.113 -22.582
C 0.952 11.888 -21.686
C -0.393 11.135 -21.925
H 0.087 13.838 -22.225
H 1.735 13.673 -22.777
H 1.190 12.188 -20.666
H 1.811 11.232 -21.827
H -1.197 11.520 -21.297
H -0.442 10.053 -21.806
O -5.954 7.726 -23.256
C -6.104 8.109 -24.411
O -6.154 9.409 -24.736
C -6.681 9.632 -26.008
C -6.283 8.316 -26.669
C -6.274 7.213 -25.661
H -6.226 10.505 -26.475
H -7.757 9.721 -25.858
H -5.270 8.408 -27.061
H -6.855 8.069 -27.563
H -5.403 6.580 -25.833
H -7.158 6.599 -25.829
C -3.377 12.112 -14.196
C -2.629 12.712 -15.430
C -1.171 12.334 -15.431
C -0.508 13.252 -14.440
N 0.008 13.963 -13.740
H -3.449 11.037 -14.365
H -4.309 12.440 -13.736
H -2.761 12.228 -13.305
H -2.656 13.800 -15.483
H -3.050 12.286 -16.340
H -0.769 12.622 -16.403
H -1.064 11.264 -15.254
```

=====

[3]
Molecular formula: C27H75N6O8
Method: DFT, ωB97M-V/def2-TZVPD

* Kohn-Sham gap: 5.58 eV
* max |F|: 3.32 eV/Å
* LUMO: 2.42 eV
* HOMO: -3.16 eV
* ΔE to the lowest compared entry with this formula, charge and spin: 52.53 kcal/mol
* total charge: -1

The geometry in XYZ format:
```
116
C27H75N6O8 ωB97M-V/def2-TZVPD
C 8.265 21.254 14.815
O 8.971 20.152 14.435
H 8.928 21.923 15.364
H 7.855 21.828 13.984
H 7.386 20.984 15.399
C 3.955 22.320 16.511
C 4.480 21.260 17.419
C 3.335 20.447 18.151
O 2.666 21.340 19.027
C 1.532 20.738 19.583
N 5.202 20.308 16.566
H 3.682 23.249 17.011
H 3.003 22.020 16.073
H 4.649 22.547 15.702
H 5.243 21.544 18.144
H 3.797 19.691 18.786
H 2.674 20.031 17.391
H 1.058 21.442 20.266
H 1.845 19.830 20.099
H 0.753 20.406 18.896
H 4.549 20.103 15.824
H 5.845 20.911 16.073
C 12.293 18.713 18.718
C 10.880 18.876 18.215
C 10.057 19.993 18.911
O 8.727 19.656 18.715
C 7.877 20.516 19.532
N 10.793 18.950 16.780
H 12.748 19.665 18.444
H 12.840 17.944 18.173
H 12.386 18.618 19.800
H 10.319 17.962 18.409
H 10.433 20.917 18.472
H 10.311 20.052 19.970
H 8.107 20.686 20.584
H 6.854 20.163 19.397
H 7.844 21.525 19.120
H 10.255 19.794 16.639
H 11.607 19.338 16.325
C 6.225 18.341 11.679
C 5.818 18.826 13.060
C 4.311 19.053 12.937
O 3.727 19.565 14.143
C 2.325 19.811 14.100
N 6.081 17.816 13.994
H 5.733 17.390 11.477
H 7.287 18.160 11.515
H 5.846 19.028 10.922
H 6.263 19.789 13.308
H 3.813 18.103 12.742
H 4.039 19.795 12.187
H 1.674 18.938 14.136
H 2.095 20.311 13.159
H 1.896 20.379 14.925
H 5.769 16.953 13.574
H 5.423 18.033 14.729
C 5.228 16.725 17.072
C 6.479 17.198 17.909
C 7.372 16.016 18.268
O 8.004 15.466 17.083
C 8.314 14.093 17.370
N 7.142 18.197 17.049
H 4.598 16.055 17.658
H 5.440 16.190 16.147
H 4.623 17.610 16.873
H 6.091 17.650 18.822
H 6.721 15.252 18.694
H 8.136 16.303 18.991
H 8.930 13.979 18.262
H 8.899 13.810 16.494
H 7.488 13.396 17.506
H 7.738 18.676 17.709
H 6.479 18.942 16.893
C 8.732 22.439 10.721
C 8.618 20.898 10.606
C 8.694 20.439 9.182
O 7.450 20.715 8.481
C 7.495 20.366 7.064
N 9.699 20.432 11.389
H 8.633 22.846 11.727
H 7.917 22.851 10.126
H 9.669 22.855 10.349
H 7.683 20.515 11.015
H 8.665 19.350 9.136
H 9.648 20.697 8.723
H 8.372 20.815 6.598
H 6.542 20.622 6.600
H 7.522 19.297 6.852
H 9.424 20.508 12.358
H 10.417 21.133 11.270
C 9.721 24.234 18.154
C 10.788 25.209 18.660
C 10.339 26.418 19.463
O 9.571 27.382 18.708
C 9.069 28.434 19.504
N 11.809 24.630 19.440
H 9.078 24.769 17.454
H 9.200 23.793 19.004
H 10.141 23.380 17.623
H 11.291 25.648 17.799
H 11.193 26.927 19.910
H 9.678 26.005 20.225
H 9.774 29.160 19.908
H 8.561 27.949 20.338
H 8.272 28.967 18.984
H 12.231 23.937 18.838
H 12.560 25.273 19.647
C 11.976 23.119 13.767
C 12.516 21.819 14.367
O 11.708 21.302 15.436
H 11.863 23.970 14.439
H 10.967 22.841 13.461
H 12.504 23.379 12.850
H 13.502 21.988 14.799
H 12.639 21.008 13.649
H 10.845 21.068 15.087
```

=====

[4]
Molecular formula: C4H10O5P
Method: DFT, ωB97M-V/def2-TZVPD

* Kohn-Sham gap: 8.21 eV
* max |F|: 4.77 eV/Å
* LUMO: 3.69 eV
* HOMO: -4.52 eV
* ΔE to the lowest compared entry with this formula, charge and spin: 4.07 kcal/mol
* total charge: -1

The geometry in XYZ format:
```
20
C4H10O5P ωB97M-V/def2-TZVPD
C 0.578 2.431 0.210
C -1.991 -3.244 0.231
C 1.691 1.908 -0.638
C 1.276 0.993 -1.882
O -1.012 -0.192 0.370
O -0.063 -0.735 2.541
O 0.386 0.130 -1.782
O 1.853 1.194 -2.892
O -1.082 -2.669 1.128
P -1.411 -0.944 1.659
H -0.111 1.655 0.254
H 0.122 3.251 -0.386
H 0.736 2.847 1.177
H -1.354 -4.014 -0.404
H -2.237 -2.419 -0.350
H -2.702 -3.769 0.809
H 2.283 1.252 -0.143
H 2.317 2.715 -1.016
H 0.022 0.137 -0.819
H 0.700 -0.528 1.933
```